86
Properties=species:S:1:pos:R:3 method="wB97M-V/def2-TZVPD" total_charge=-2 homo_lumo_gap_ev="3.737 / 6.087" s_squared=3.799 fmax_ha_per_bohr=0.04047 homo_energy_ev="0.97 / -1.39" spin_multiplicity=4 de_lowest_kj_mol=0.0 e_tot_ev=-71921.68073
V -0.07 0.17 -1.41
O 1.08 -0.92 2.54
O 1.57 -0.64 -0.88
O -0.85 0.28 3.09
O -0.73 -1.52 -2.41
N 0.73 0.75 -3.18
N -0.40 1.53 -0.12
N -1.93 1.39 -2.70
C -3.33 -0.99 1.47
C 0.47 1.19 1.05
C 1.12 -1.58 -3.97
C 1.12 2.12 -3.42
C -2.45 -3.14 0.51
C -1.35 2.50 -3.50
C -0.27 1.13 5.24
C 1.90 -2.42 -4.81
C -2.13 -1.93 1.40
C 1.75 -3.79 -4.86
C 2.85 2.06 1.19
C -0.99 -1.21 4.98
C 1.34 -0.18 -3.97
C -2.48 2.82 -0.73
C -0.22 -0.07 4.30
C 4.22 2.01 0.90
C -2.49 0.38 -3.60
C -0.87 -1.22 0.90
C -0.01 -3.61 -3.22
C 4.68 1.03 0.03
C 2.23 0.65 3.94
C 0.79 -4.40 -4.06
C -0.02 3.05 -2.99
C 1.94 1.17 0.64
C -2.97 1.85 -1.78
C 1.23 -0.51 3.87
C 3.79 0.13 -0.55
C -1.59 2.20 0.35
C 0.11 -2.23 -3.15
C 1.79 -1.68 4.68
C 2.41 0.20 -0.28
B -0.05 -0.19 1.90
H 5.74 0.96 -0.20
H -0.03 3.08 -1.90
H 1.30 2.26 -4.49
H -3.38 0.97 -1.28
H 4.13 -0.64 -1.23
H -1.97 3.66 -1.21
H 2.80 -1.90 4.30
H -2.04 -0.90 5.07
H 3.14 0.34 3.42
H 2.10 0.18 -4.66
H -1.69 -3.92 0.63
H 0.32 0.95 6.15
H -0.60 -1.44 5.98
H -0.96 -2.12 4.38
H -3.11 -0.14 2.13
H -2.86 -0.47 -3.03
H -0.14 -1.98 0.61
H 2.04 2.41 -2.89
H 2.38 -4.39 -5.52
H -3.43 -3.58 0.76
H 0.67 -5.48 -4.07
H -3.79 2.31 -2.36
H -4.22 -1.51 1.86
H 2.66 -1.94 -5.43
H 1.84 1.53 3.42
H -2.10 3.30 -3.58
H -0.76 -4.07 -2.58
H 2.48 2.81 1.88
H 2.48 0.93 4.97
H -3.31 0.81 -4.21
H -3.36 3.24 -0.23
H -1.19 2.12 -4.51
H 1.87 -1.43 5.74
H -2.21 1.53 0.95
H -1.18 -0.72 -0.04
H -1.93 -2.28 2.41
H -3.57 -0.61 0.48
H -2.45 -2.84 -0.54
H -1.70 0.00 -4.25
H 0.38 2.00 1.78
H -1.31 1.32 5.53
H -1.31 3.01 1.04
H 4.90 2.72 1.35
H 0.12 2.02 4.75
H 0.15 4.07 -3.36
H 1.18 -2.57 4.56

102
Properties=species:S:1:pos:R:3 method="wB97M-V/def2-TZVPD" homo_lumo_gap_ev=5.533 fmax_ha_per_bohr=0.07583 homo_energy_ev=-6.77 de_lowest_kj_mol=225.0 e_tot_ev=-294709.02765
I -0.44 -2.26 -3.77
Cl -6.30 5.68 3.74
Cl 9.81 -4.93 -2.96
Cl -2.01 3.07 -4.91
Cl -1.51 1.41 3.89
Cl 6.82 -0.31 0.44
Cl -3.51 -4.56 -2.71
Cl -9.02 1.22 0.18
Cl -4.99 3.05 2.01
Cl -2.11 -2.21 -0.66
Cl -5.99 -0.31 -2.85
Cl -6.31 -2.89 -0.65
Cl 7.12 2.25 -1.78
Cl -0.90 5.32 -2.60
Cl -4.28 2.72 5.40
Cl 8.11 -1.12 5.45
Cl 7.13 -3.53 -1.39
Cl -10.27 -1.00 -2.09
Cl 8.82 -2.22 2.31
S 3.01 -2.63 3.90
P 4.07 -1.89 2.48
O 2.08 -3.23 -2.04
O 5.22 -3.04 2.02
O 3.36 0.86 1.05
O 4.98 -0.59 3.01
C 0.90 2.70 1.53
C -6.70 3.57 2.04
C -10.66 0.74 -1.96
C -9.47 1.55 -1.51
C 9.22 -0.63 3.00
C 0.06 1.78 -1.87
C 1.32 -0.97 -1.47
C 6.61 0.59 -2.13
C 2.78 -2.53 0.11
C -2.03 1.17 5.59
C -0.04 1.69 1.93
C 2.02 -2.32 -1.25
C 2.75 -0.03 0.49
C 5.81 -0.02 -1.00
C -6.53 -1.97 -3.22
C -2.90 -4.80 -1.05
C -3.12 -3.59 -0.17
C 7.83 -5.14 -1.09
C 9.54 -0.72 4.48
C -2.47 4.79 -4.78
C -7.33 -2.57 -2.08
C -0.33 0.62 -2.67
C 9.33 -5.15 -1.26
C -3.53 1.13 5.73
C 0.28 -0.71 -2.48
C 1.07 1.53 -0.81
C 1.44 2.79 0.07
C -6.83 5.08 2.15
C 3.13 -1.50 0.92
C -1.32 5.65 -4.30
C 1.68 0.21 -0.61
H -1.12 1.89 1.66
H 7.34 -5.85 -1.75
H -1.59 1.96 6.19
H 1.25 3.49 2.25
H 6.01 -2.58 1.66
H 0.27 0.79 2.51
H 5.41 -0.99 -1.31
H -1.61 6.70 -4.36
H -3.43 -5.66 -0.64
H -1.84 -5.06 -1.12
H -10.97 1.06 -2.95
H -2.85 -3.83 0.86
H 7.50 0.00 -2.36
H 3.04 -3.57 0.42
H -5.66 -2.57 -3.45
H -7.15 3.23 1.11
H -7.16 -1.91 -4.11
H -3.80 0.86 6.75
H -6.25 5.59 1.38
H -1.10 0.80 -3.47
H -0.36 2.80 -2.00
H 9.73 -6.12 -0.94
H 0.99 3.72 -0.41
H 9.81 -4.37 -0.67
H 5.99 0.63 -3.03
H -11.50 0.84 -1.28
H -0.43 5.51 -4.91
H -4.16 -3.27 -0.18
H 2.55 2.92 0.00
H -7.88 5.36 2.04
H -3.98 0.41 5.05
H -1.61 0.22 5.91
H -2.78 5.11 -5.77
H -8.59 1.37 -2.13
H -7.75 -3.53 -2.38
H 4.98 0.62 -0.71
H 10.31 -1.46 4.68
H -9.71 2.62 -1.57
H 8.39 0.05 2.82
H -8.14 -1.92 -1.77
H 5.40 -0.18 2.21
H 9.91 0.25 4.84
H 7.57 -5.40 -0.06
H 10.09 -0.25 2.46
H -7.19 3.07 2.87
H -3.33 4.86 -4.11

98
Properties=species:S:1:pos:R:3 method="wB97M-V/def2-TZVPD" homo_lumo_gap_ev=7.167 fmax_ha_per_bohr=0.01989 homo_energy_ev=-8.21 de_lowest_kj_mol=166.8 e_tot_ev=-127061.18462
Ti 0.36 -0.15 -0.93
Cl -0.84 -1.32 -2.43
S 1.59 0.81 -2.74
S 1.48 -2.00 -0.14
Si 1.80 -3.79 -1.29
F -3.95 -3.44 0.32
O -1.15 0.39 0.09
O 3.40 -4.09 -1.27
O -6.69 -2.99 0.28
O -1.43 1.64 -1.69
O 1.33 -3.76 -2.83
O 0.98 -4.93 -0.45
O -5.98 1.48 -0.14
N -1.22 -3.71 1.94
N 2.03 0.98 0.04
N -1.22 -1.47 2.43
N 3.22 0.65 -0.58
N 4.18 0.25 -2.59
N -4.15 0.13 -0.12
N -6.30 -0.76 0.04
N 0.12 2.66 1.15
C -1.64 -0.45 3.18
C 0.86 -3.66 -5.14
C 3.45 1.36 2.00
C -0.12 -6.83 0.43
C -1.65 -2.69 2.75
C -5.90 -2.09 0.17
C -1.08 3.34 3.11
C -1.90 1.14 -0.69
C 3.95 -4.01 1.12
C 1.99 -3.73 -4.12
C -4.44 -2.21 0.17
C 0.99 2.02 1.93
C -1.26 -5.36 -1.29
C 0.66 -6.84 -1.93
C 5.68 -4.05 -0.69
C 4.31 -4.55 -0.26
C 4.27 -6.08 -0.26
C -2.53 -2.93 3.82
C -5.51 0.37 -0.08
C -2.94 -1.86 4.57
C 0.06 -5.98 -0.83
C -3.33 1.34 -0.22
C 2.86 -2.49 -4.19
C -2.49 -0.58 4.26
C 2.15 1.40 1.25
C -3.64 -1.15 0.05
C 0.90 2.03 3.32
C 2.83 -4.98 -4.33
C 3.08 0.56 -1.87
C -0.16 2.70 3.92
C -0.89 3.30 1.73
H -1.37 -4.65 2.25
H 5.05 0.09 -2.11
H 4.14 0.19 -3.59
H -1.91 3.89 3.53
H 1.63 -7.24 -1.63
H -3.29 1.83 0.76
H 2.25 -1.60 -4.09
H 5.69 -2.96 -0.70
H 3.28 -6.43 0.05
H 3.58 -5.09 -3.55
H 3.95 -2.92 1.11
H 4.48 -6.46 -1.26
H 4.68 -4.36 1.85
H 5.01 -6.48 0.43
H -1.95 -6.15 -1.61
H -1.58 3.81 1.07
H -1.08 -4.69 -2.12
H -0.42 -6.21 1.27
H -2.80 0.29 4.83
H -3.62 -2.02 5.40
H 2.22 -5.88 -4.37
H -0.89 -7.59 0.27
H -0.26 2.71 5.00
H 2.97 -4.36 1.43
H -3.82 2.01 -0.92
H 0.23 -4.55 -5.08
H 3.39 -2.46 -5.14
H 4.28 1.24 1.32
H 3.60 -2.51 -3.38
H -2.87 -3.94 4.02
H 0.00 -7.68 -2.15
H 6.46 -4.39 -0.01
H 0.81 -7.32 0.69
H 3.57 2.26 2.60
H -7.29 -0.59 0.05
H 1.27 -3.60 -6.15
H 0.24 -2.78 -4.96
H -0.41 -3.54 1.37
H 5.92 -4.41 -1.69
H 0.79 -6.26 -2.83
H -2.57 -1.25 0.08
H 3.35 -4.90 -5.29
H 1.62 1.50 3.93
H -1.29 0.52 2.87
H 3.42 0.50 2.67
H -1.73 -4.80 -0.49

161
Properties=species:S:1:pos:R:3 method="wB97M-V/def2-TZVPD" total_charge=-3 homo_lumo_gap_ev=5.073 fmax_ha_per_bohr=0.08479 homo_energy_ev=-4.45 de_lowest_kj_mol=0.0 e_tot_ev=-329432.94032
S -1.56 -1.01 5.21
S -0.74 0.72 -6.10
S -1.15 -4.70 -0.80
S -10.39 2.43 -0.75
S 1.43 -3.54 -1.03
S -0.26 3.35 -5.47
S 7.16 -0.37 -4.66
S -3.91 0.20 4.15
S -10.14 2.76 -3.56
S 7.22 -0.06 -1.84
S 3.01 5.18 4.04
S 4.74 7.39 3.78
F 5.49 -2.05 -1.78
F 5.03 -1.79 -4.35
F -12.19 2.01 -5.15
F 3.73 2.73 4.82
F -11.56 0.56 -3.65
F 5.08 3.70 3.50
F -5.33 -1.93 4.56
F -2.81 3.28 -6.28
F -1.81 -4.67 -3.42
F -3.62 -2.26 3.36
F 5.74 -1.64 -6.41
F -0.66 1.44 5.20
F 0.31 -0.61 -4.07
F 6.03 -1.32 0.20
F 6.65 6.68 2.12
F 4.69 0.06 -5.44
F 1.56 -2.84 -3.63
F 3.15 -4.25 -2.92
F 0.08 0.21 6.89
F 1.22 -4.96 -3.27
F 6.76 8.74 2.83
F -5.34 -1.28 2.48
F 5.01 4.27 5.56
F 5.25 8.09 1.32
F -0.83 -1.88 -5.42
F -3.34 -5.12 -1.98
F -2.01 5.27 -5.78
F -1.86 -0.53 -4.07
F -2.67 3.78 -4.27
F -9.69 3.30 1.59
F -12.80 2.21 -3.01
F -2.63 -3.07 -2.20
F 4.76 -0.13 -1.26
F 0.90 -0.09 4.86
F -8.36 4.04 0.04
F -8.15 1.97 0.64
O -11.38 3.44 -0.60
O 7.90 -1.59 -4.49
O 0.11 3.57 -6.83
O 7.61 0.63 -5.64
O -2.16 2.03 -2.08
O 2.18 4.52 0.37
O -1.99 -4.49 0.36
O 0.35 0.52 -6.97
O 7.16 1.17 -1.07
O -1.34 -2.06 6.19
O -5.03 0.97 4.68
O 5.49 7.06 4.95
O 2.08 -4.59 -0.32
O -0.68 -6.03 -1.04
O 0.48 4.02 -4.44
O -2.05 0.65 -6.66
O 1.90 -2.19 -0.78
O 2.16 4.45 3.11
O 4.08 8.65 3.79
O 0.92 -4.56 5.52
O -1.32 -1.38 3.83
O 8.35 -0.98 -1.72
O -10.64 1.06 -0.34
O 2.35 5.70 5.21
O -3.30 0.67 2.92
O -9.38 2.05 -4.57
O -10.49 4.15 -3.76
N -2.93 -0.26 5.37
N 0.50 -5.08 4.50
N 3.47 3.12 -2.50
N -0.45 1.82 -5.03
N -9.60 2.40 -2.12
N 3.85 6.22 3.23
N -0.90 0.38 -0.01
N 6.77 0.40 -3.31
N -0.15 -3.49 -1.00
C 4.94 3.22 -2.50
C 1.32 -5.02 3.26
C 5.82 -0.97 -1.11
C -0.74 -0.67 -4.81
C 5.93 7.75 2.38
C -9.02 2.97 0.46
C -3.03 1.40 -1.17
C -2.32 0.24 -0.50
C 2.95 4.51 -2.82
C 0.80 -3.70 2.59
C -0.81 -5.74 4.61
C -0.78 -0.70 1.07
C -1.86 -4.78 4.02
C -0.84 -7.02 3.67
C -4.65 -1.43 3.59
C 4.23 3.88 4.53
C -2.27 -4.38 -2.21
C -0.31 -6.73 2.27
C -1.14 -5.97 6.07
C 2.98 2.10 -3.44
C -0.63 1.65 0.63
C -0.03 0.08 -1.18
C 1.85 -3.90 -2.80
C 2.96 2.72 -1.14
C -0.22 0.19 5.65
C -1.99 3.93 -5.43
C 3.32 3.70 0.06
C 5.50 -0.94 -5.24
C 1.13 -6.23 2.30
C -11.76 1.87 -3.83
C 2.82 -5.11 3.87
H -0.42 -6.52 6.70
H 3.49 3.05 0.94
H 3.53 -5.12 3.07
H 1.88 -6.97 2.56
H 3.30 4.78 -3.77
H -3.94 0.95 -1.67
H -0.44 0.70 -2.06
H -0.58 2.46 -0.10
H -2.49 2.48 -2.88
H -2.26 -0.58 -1.21
H -1.76 -4.45 3.02
H -2.81 -5.34 4.09
H 1.41 -5.88 1.26
H -1.50 -0.42 1.86
H 0.22 -3.11 3.29
H 5.47 2.25 -2.30
H -1.29 -5.02 6.53
H 3.16 5.27 -2.07
H 0.00 -0.97 -1.43
H 0.15 -3.96 1.79
H 3.34 2.39 -4.47
H 1.87 2.02 -3.42
H -1.60 1.80 1.22
H 3.00 -4.12 4.30
H 1.03 0.39 -1.05
H -0.14 -7.78 4.10
H 3.48 1.22 -3.16
H 1.88 2.67 -1.26
H 0.22 1.56 1.24
H -1.01 -6.09 1.67
H 4.23 4.26 -0.17
H 5.32 3.83 -1.70
H 2.84 -5.85 4.66
H 1.81 4.49 -2.83
H 0.24 -0.67 1.43
H -0.26 -7.66 1.64
H -0.91 -1.66 0.55
H 5.25 3.67 -3.45
H -2.09 -6.55 6.08
H -1.97 -3.93 4.64
H 1.62 -3.07 2.37
H 2.32 5.02 1.19
H -3.02 -0.16 0.26
H -1.82 -7.44 3.77
H -3.37 2.15 -0.51
H 3.36 1.75 -0.94